[1]
54
Properties=species:S:1:pos:R:3:forces:R:3 method="wB97M-V/def2-TZVPD" total_energy_ev=-35896.2737 lumo_ha=0.0971 total_charge=-1 orbital_gap_ev=9.571 homo_energy_ev=-6.93 de_lowest_kcal_mol=24.8
C 1.11585 0.51435 -0.74492 -0.4 -0.3 0.2
C 2.24632 1.56576 -0.89783 -0.8 -0.1 0.7
C 1.88162 2.67327 -1.86983 -1.5 -1.2 -1.0
C 3.54185 0.86707 -1.31208 -0.4 0.3 1.7
N 0.22953 0.71483 0.40730 0.9 0.5 -1.1
C -1.05708 1.19307 0.33148 0.0 0.3 1.7
O -1.73184 1.18258 -0.72194 0.4 0.1 -0.4
O -1.51125 1.56105 1.47268 -0.4 -0.3 -0.5
H 1.61858 -0.44231 -0.57800 -0.2 -0.2 -0.3
H 0.43048 0.45971 -1.59442 0.4 -0.2 -0.3
H 2.27260 1.94586 0.14314 0.7 0.3 -0.5
H 0.79520 2.73917 -1.96113 -0.3 0.7 0.9
H 1.98419 2.25742 -2.88879 1.1 0.5 0.1
H 2.32752 3.64034 -1.70023 0.3 0.1 -0.2
H 3.36656 0.32487 -2.24131 0.5 0.2 -0.1
H 3.76065 0.16525 -0.49992 0.1 -0.3 -0.4
H 4.36651 1.58375 -1.25511 0.0 -0.1 -0.8
H 0.72105 1.03042 1.22755 -0.2 0.0 0.2
H -1.49227 -2.76189 0.14363 0.1 0.0 -0.3
H -2.21809 -2.55902 -1.25173 0.6 -0.1 0.4
O -1.87240 -3.22932 -0.62659 -0.6 -0.2 0.0
H -2.65245 -0.81853 2.92672 -0.1 -0.3 0.4
H -1.59571 0.10639 2.53307 -0.1 0.2 1.1
O -1.76291 -0.58324 3.25044 -0.7 0.9 -1.6
H 0.16212 -2.18554 -1.65048 0.3 0.8 -0.5
H -0.05508 -3.52423 -1.93983 0.2 -0.4 -0.5
O 0.52034 -2.82043 -2.29022 -0.5 -0.6 0.9
H -1.87814 1.58863 -2.65498 1.0 0.7 0.3
H -0.66463 1.74909 -3.78187 -0.1 0.6 0.8
O -1.45779 1.31549 -3.47553 -0.9 -0.9 -1.4
H 3.55045 0.20778 2.94846 0.2 0.0 0.0
H 2.50831 -0.23369 3.95221 0.3 -0.4 0.1
O 3.38270 -0.49149 3.58761 -0.3 0.4 0.0
H -0.19553 3.52184 3.28020 0.1 0.0 0.0
H -0.43798 2.15819 2.64870 0.1 0.3 0.0
O 0.22033 2.66011 3.19246 -0.1 -0.2 0.0
H -1.94933 -0.83050 -3.10633 0.3 0.1 -0.2
H -1.67718 -0.26343 -1.70535 0.1 -0.6 -0.3
O -1.64633 -1.10543 -2.23711 -0.7 0.6 0.5
H -3.80047 -0.20501 0.91406 -0.5 0.0 0.0
H -3.60692 -1.61195 0.52265 -0.1 -0.4 0.1
O -3.96267 -1.09930 1.25635 0.6 0.1 0.2
H -0.99952 -1.35311 1.81912 0.7 -1.0 0.3
H -0.05835 -2.60006 2.02498 -0.2 0.1 0.3
O -0.39990 -1.99268 1.36436 -0.1 0.2 -0.5
H -3.56780 1.31421 -0.50852 0.3 -0.5 -0.9
H -4.23428 0.30223 -1.59673 0.6 0.3 0.1
O -4.31832 0.73754 -0.74466 -1.2 0.4 0.6
H -0.07969 0.02221 4.33817 0.0 -0.1 0.2
H 0.69122 -0.31806 3.10310 0.0 -0.3 -0.1
O 0.72513 -0.42812 4.05848 0.3 0.2 0.1
H 2.49237 -3.18229 -2.46359 0.3 0.0 -0.3
H 2.71449 -2.56125 -1.21299 0.5 0.1 0.3
O 3.25791 -2.90160 -1.93491 -0.5 -0.1 0.0

[2]
51
Properties=species:S:1:pos:R:3:forces:R:3 method="wB97M-V/def2-TZVPD" total_energy_ev=-30303.4800 lumo_ha=0.0043 orbital_gap_ev=9.652 homo_energy_ev=-9.54 de_lowest_kcal_mol=59.5
C -0.28226 0.74442 -3.61362 3.6 0.8 0.6
C -0.53087 1.37934 -2.27857 -0.9 -1.9 2.0
C -0.32569 0.38404 -1.13627 0.8 -1.2 -0.4
C -1.34729 -0.07680 -0.39514 0.7 0.7 -1.3
C -1.06525 -1.03403 0.73298 -0.8 -0.3 -1.1
H -1.01511 0.05047 -3.77582 -1.5 -2.2 -0.4
H 0.78671 0.32134 -3.80056 -1.9 0.8 0.4
H -0.51315 1.51704 -4.26926 0.2 1.3 -1.9
H -1.62786 1.56082 -2.27850 0.6 0.5 0.2
H -0.00684 2.25931 -1.95994 0.4 0.7 -0.7
H 0.74190 -0.13734 -1.03329 -2.2 1.5 -0.1
H -2.38481 0.26167 -0.72962 1.7 -0.7 1.2
H -0.07315 -1.55006 0.50731 -1.0 1.0 1.1
H -1.83433 -1.82604 0.67747 0.3 0.3 0.5
H -1.21275 -0.39268 1.62870 0.6 -1.1 0.1
H 0.92678 0.86390 1.45753 0.6 1.6 0.4
H 1.17641 0.71490 2.87361 0.2 1.2 0.3
O 1.21264 1.47206 2.20515 -0.8 -2.4 -1.5
H -2.34026 1.99009 2.55029 -0.4 0.0 0.5
H -3.58560 1.43307 3.34190 0.8 0.4 -1.4
O -3.22199 1.59030 2.42875 -0.4 -0.3 1.1
H -1.02327 -1.97493 -2.95397 0.9 0.7 0.7
H -2.23986 -2.61601 -3.39015 1.1 0.3 -1.1
O -1.36999 -2.30286 -3.77276 -2.1 -1.1 0.6
H -3.13325 1.85223 -0.56277 1.0 -0.2 0.5
H -3.97930 2.64381 0.48472 0.5 0.4 2.1
O -3.94536 2.28283 -0.36620 -1.6 -0.1 -2.6
H 2.58727 -0.49024 -0.50841 -0.4 1.3 -1.5
H 3.76649 -1.06141 0.18600 1.8 -0.7 -0.4
O 2.85588 -0.89922 0.28182 -1.7 0.8 1.9
H 0.74594 -0.97350 3.94411 -1.1 -2.7 -0.2
H 2.25243 -0.35581 3.93231 -0.3 -1.1 -0.2
O 1.28590 -0.24600 4.04650 0.5 2.9 1.3
H -0.93205 3.44192 2.15554 0.1 0.4 -0.5
H -0.27842 2.33181 2.89793 1.9 -2.1 -0.5
O -0.69722 3.14405 3.02807 -2.1 2.1 1.0
H 3.40482 -0.51427 2.21951 -1.0 -0.3 -2.7
H 3.93741 0.31760 3.23559 1.7 3.4 0.8
O 3.58526 -0.50832 3.12496 0.1 -2.9 1.7
H 2.86649 2.88882 -0.82406 -1.1 -0.5 0.1
H 4.08820 2.27515 -1.16013 -1.3 -1.4 -0.3
O 3.11884 1.99841 -1.12414 2.4 1.8 0.2
H 0.31245 -3.84326 -2.23503 2.2 1.9 2.4
H 0.74970 -2.57347 -1.19397 -0.3 -1.2 -0.9
O 1.02471 -3.45161 -1.55738 -2.0 -0.5 -1.5
H -4.12681 -1.01446 -2.13074 -0.3 0.0 0.3
H -4.24141 -1.34686 -0.67166 -5.5 -0.5 5.8
O -3.68677 -1.27649 -1.31879 5.4 0.2 -6.4
H 2.80718 -3.07274 -0.27052 0.5 -0.3 -0.6
H 3.16399 -3.03896 1.12042 1.1 -0.2 -0.6
O 3.62352 -3.14200 0.25011 -1.0 -1.0 1.3

[3]
54
Properties=species:S:1:pos:R:3:forces:R:3 method="wB97M-V/def2-TZVPD" total_energy_ev=-33304.1399 lumo_ha=0.0988 total_charge=-1 orbital_gap_ev=8.751 homo_energy_ev=-6.06 de_lowest_kcal_mol=73.1
N 1.90996 -0.56029 -2.29996 -0.3 -0.6 -0.5
C 1.10691 -1.50220 -1.49178 -0.2 1.3 0.8
C -0.35891 -1.12431 -1.23228 0.3 0.6 -0.8
C -1.22137 -0.98131 -2.49729 -0.4 0.0 1.6
O -2.54124 -0.70219 -1.99129 -1.2 -0.7 -0.9
C 1.83332 -1.50748 -0.11496 1.4 -2.8 -3.2
N 1.37564 -2.69796 0.57767 0.3 0.1 1.1
C 2.43396 -3.56854 1.08431 -1.1 -1.1 2.4
H 1.83162 -0.85066 -3.25458 0.1 0.2 -0.6
H 1.62466 0.40289 -2.26680 -0.4 0.4 0.3
H 1.04905 -2.45221 -2.06447 0.7 0.1 0.8
H -0.41891 -0.14337 -0.75227 0.3 0.3 -0.2
H -0.85441 -1.71568 -0.47112 0.1 -0.9 -0.2
H -1.22916 -1.85730 -3.22381 -0.3 0.8 1.1
H -0.78283 -0.14408 -2.99833 -0.1 0.6 -0.7
H 2.92013 -1.70634 -0.39108 -1.2 0.6 0.5
H 1.74752 -0.52097 0.28900 -0.3 0.4 0.9
H 0.71708 -2.44448 1.29547 0.0 0.1 0.2
H 2.19518 -3.99370 2.08716 -0.4 0.9 0.1
H 3.41933 -3.15858 1.29978 0.1 0.2 -0.8
H 2.39513 -4.54951 0.64399 0.9 -0.1 -1.4
H -1.24178 0.48770 1.98229 0.4 -2.0 -0.3
H -1.61877 -0.87090 1.44066 0.0 0.1 0.2
O -0.97333 -0.48457 2.04732 0.2 1.0 0.4
H -0.48566 4.03699 -0.23342 -0.1 0.1 0.0
H -1.48728 2.84332 -0.55890 -0.2 2.4 0.9
O -1.39111 3.79587 -0.01469 0.0 -2.0 -0.7
H -2.10554 2.07131 1.47252 -0.1 0.7 -0.9
H -2.28569 1.29366 0.06044 0.3 0.8 0.1
O -2.43846 1.28763 1.02921 -0.9 -0.4 0.6
H -1.76322 1.69220 -3.57625 0.6 0.2 0.3
H -2.19619 0.97860 -4.76892 0.6 0.5 -0.3
O -1.59953 1.71965 -4.53430 -1.0 -0.8 0.0
H 1.72409 3.78056 -0.10096 -0.3 0.5 0.0
H 1.40386 5.12347 0.70115 -0.2 -0.3 -0.4
O 1.91464 4.30905 0.69110 0.5 -0.3 0.3
H -0.19835 -2.71724 3.23364 -0.1 0.5 -0.1
H -0.68666 -1.51904 4.11391 0.2 -0.4 -0.5
O -0.59478 -2.48498 4.07345 -0.1 -0.2 0.8
H 0.75712 -5.11592 -0.56681 0.2 0.0 -0.3
H 1.60021 -5.32418 -1.84173 -0.2 0.0 0.4
O 1.18463 -5.79833 -1.10700 0.0 0.1 -0.1
H -0.30343 1.01779 4.27088 0.3 0.0 -0.3
H 0.92655 0.80785 5.18303 0.1 0.1 -0.4
O -0.02790 0.73542 5.14461 -0.5 -0.2 0.6
H 0.41412 2.88269 -3.08273 0.4 0.2 0.1
H -0.31882 2.47821 -1.85458 0.3 0.1 0.0
O 0.52123 2.95333 -2.12255 -0.3 -0.4 -0.3
H -2.77122 0.23078 -1.72947 1.7 -0.9 -0.7
H -2.43752 2.26750 -2.09564 -0.2 0.4 0.4
O -1.80102 1.77081 -1.57166 -0.2 0.1 -0.2
H 0.99926 3.06251 3.80017 0.0 0.3 -0.1
H 1.95668 2.90462 2.58971 -0.2 0.3 -0.2
O 1.44411 2.42059 3.24541 0.1 -0.5 0.2

[4]
53
Properties=species:S:1:pos:R:3:forces:R:3 method="wB97M-V/def2-TZVPD" total_energy_ev=-30688.4318 lumo_ha="-0.1160 / -0.3027" s2=0.755 spin_multiplicity=2 total_charge=+1 orbital_gap_ev="10.355 / 4.906" homo_energy_ev="-13.51 / -13.14"
N -0.34635 -2.32960 -0.44609 -0.2 1.3 0.2
C -0.01787 -1.21891 -1.34280 0.3 -1.8 -0.4
C -0.92730 -1.11806 -2.51608 -1.4 1.1 -1.2
C 0.18798 0.12564 -0.65585 0.4 -2.4 2.2
N 1.49416 0.14190 0.07195 -1.5 3.4 -2.0
C 1.71393 1.28480 0.97736 -1.5 -2.5 -0.9
C 1.34872 0.53781 2.35271 0.9 2.3 1.5
N 0.50668 1.34480 3.32543 2.2 -1.7 -1.7
H 0.11839 -2.13441 0.42447 0.5 -0.7 0.5
H -1.31826 -2.33192 -0.13244 0.0 -0.2 -0.6
H 0.95894 -1.45612 -1.81803 -0.3 0.2 0.4
H -0.41347 -0.36990 -3.10791 -0.2 -0.1 -0.9
H -1.20302 -1.99773 -3.09908 1.2 -0.4 0.2
H -1.95994 -0.74929 -2.42649 0.2 0.5 1.1
H -0.60681 0.23795 0.09026 0.3 0.3 0.3
H 0.08382 0.92561 -1.33658 0.5 1.1 -0.9
H 2.31253 -0.06090 -0.50191 0.0 -0.7 -0.1
H 0.99178 2.09624 0.74922 0.6 -0.4 0.1
H 2.75545 1.48936 0.80480 0.3 0.8 0.8
H 2.40179 0.34746 2.67809 -1.3 -0.3 0.7
H 0.81111 -0.36609 2.18136 0.1 -0.7 -0.7
H 1.11886 2.10266 3.55843 -0.4 1.0 0.4
H -0.31239 1.62472 2.80435 -0.1 0.4 0.3
H 0.97128 1.77895 -4.35424 0.0 0.0 0.2
H 0.40530 2.16015 -2.95743 0.6 -0.2 -0.3
O 1.06525 1.56710 -3.41252 -0.7 0.7 -0.2
H -3.10889 1.43931 2.08015 -0.9 -0.1 0.0
H -2.33143 2.21406 3.03839 -0.2 0.4 0.7
O -3.24989 2.12917 2.75686 1.0 -0.4 -0.8
H -0.28269 3.63286 -1.22831 -0.6 -0.8 -0.1
H -0.68569 4.04893 -2.55359 -0.3 -0.5 -0.5
O -0.58235 3.21301 -2.06837 0.6 1.2 0.3
H 1.43776 -3.75268 -2.05872 0.2 -0.2 -0.2
H 2.34752 -2.63186 -2.48489 0.4 0.1 -0.4
O 2.37315 -3.56113 -2.23122 -0.6 0.1 0.4
H 2.12531 0.25508 -3.61573 0.2 -1.1 0.1
H 3.52509 -0.18998 -3.36181 0.2 -0.5 -0.2
O 2.67352 -0.57511 -3.61077 -0.2 1.1 0.6
H -0.80841 -0.89653 4.68864 -0.2 0.0 0.1
H -0.23533 -0.89563 3.28847 0.3 -0.1 0.4
O -1.04181 -1.06630 3.77021 0.0 0.1 0.2
H -1.77544 -1.73474 2.44337 -0.5 -0.7 -0.1
H -2.80007 -2.86344 2.25574 0.6 0.4 -0.6
O -2.12319 -2.35090 1.76057 -0.6 0.0 0.5
H -1.36582 3.32957 0.95909 -0.4 0.3 0.1
H -2.43135 3.84499 -0.01166 0.0 0.0 0.1
O -1.51722 3.98177 0.26561 0.3 -0.1 0.3
H 2.00879 -3.39321 0.13511 0.2 0.7 -0.2
H 2.23945 -1.84871 0.51355 0.1 -0.9 -0.4
O 2.27736 -2.76211 0.82256 0.1 0.1 0.9
H -2.62129 -0.84229 0.65974 -0.9 -0.1 0.4
H -2.40937 0.42065 -0.09682 -0.5 0.4 -0.4
O -3.07789 0.00280 0.45582 1.0 -0.2 0.1